# 1
C18H64BrN3O23S | ωB97M-V/def2-TZVPD

Element x y z (Å)
Br 4.076 -0.012 0.797
N -0.392 -0.833 -1.562
N 1.088 -0.819 0.824
O -1.013 -3.389 6.364
O -0.528 -4.605 3.689
O 1.118 0.573 4.681
S 1.694 0.189 -3.008
C 0.842 -0.374 -1.563
C 1.323 -0.364 2.059
C 0.208 -1.484 5.499
C 0.388 -2.502 3.021
C -0.316 -2.767 5.327
C -0.199 -3.329 4.051
C 0.782 -0.703 4.476
C 0.881 -1.186 3.209
N 1.521 -0.157 -0.295
C -0.841 -1.940 -3.714
C -2.697 0.352 -4.534
C -2.456 1.428 -2.258
C 3.222 0.438 -1.883
C 1.327 3.179 -0.950
C 1.101 2.680 0.518
C -1.327 -0.910 -2.681
C 2.697 0.701 -0.450
C -1.729 0.444 -3.306
C 2.327 2.248 -0.188
H -1.011 -4.313 6.150
H -0.932 -5.180 4.402
H 1.116 0.800 5.634
H 2.002 0.470 2.310
H 0.063 -0.996 6.490
H 0.307 -2.957 2.045
H -0.715 -2.896 -3.178
H -1.606 -2.070 -4.452
H 0.064 -1.695 -4.240
H -2.235 -0.112 -5.437
H -2.860 1.374 -4.790
H -3.645 -0.132 -4.416
H -3.447 1.035 -1.937
H -2.543 2.433 -2.707
H -1.817 1.413 -1.400
H 3.804 1.267 -2.217
H 3.932 -0.424 -1.879
H 1.582 4.270 -1.094
H 0.811 2.686 -1.788
H 1.174 3.451 1.379
H 0.380 1.875 0.727
H -2.252 -1.306 -2.343
H -0.728 0.866 -3.585
H 3.195 2.760 0.328
O -1.673 0.391 1.110
H -2.322 -0.382 1.038
H -0.770 0.076 0.779
O -2.741 3.326 -6.241
H -3.665 2.920 -6.300
H -2.062 2.586 -6.363
O 0.117 3.266 4.890
H 0.063 3.676 5.813
H 1.080 3.308 4.582
O 4.205 4.565 2.420
H 4.592 4.929 3.280
H 3.408 5.134 2.167
O 0.723 3.183 -4.627
H 1.055 3.180 -5.583
H 0.681 2.224 -4.305
O -1.224 -5.952 5.926
H -0.360 -6.181 6.400
H -1.954 -6.547 6.296
O 1.173 -6.356 2.323
H 0.649 -5.831 3.010
H 1.371 -7.271 2.708
O 2.569 -1.881 -5.901
H 2.401 -2.638 -6.551
H 2.766 -2.284 -4.994
O 1.160 1.289 7.345
H 0.583 0.999 8.124
H 1.447 2.246 7.504
O 1.954 6.147 2.101
H 2.207 7.111 1.926
H 1.083 5.958 1.622
O -6.013 2.184 -2.637
H -6.907 1.737 -2.796
H -5.716 2.611 -3.505
O -0.892 1.525 -7.243
H -0.195 2.255 -7.326
H -0.441 0.637 -7.420
O -2.163 -3.615 1.559
H -3.081 -3.944 1.825
H -1.536 -3.763 2.339
O -4.789 2.320 -0.058
H -5.185 2.328 -0.989
H -5.340 1.694 0.514
O 5.116 3.695 -2.645
H 5.157 3.297 -1.715
H 4.953 4.690 -2.554
O -0.784 -5.718 -2.177
H -0.790 -6.458 -1.486
H -0.491 -4.864 -1.721
O -0.185 -2.461 9.109
H -0.663 -2.889 8.327
H 0.738 -2.870 9.177
O -0.319 -3.411 -0.528
H -0.373 -2.433 -0.780
H -0.959 -3.574 0.239
O -4.286 -1.141 -7.142
H -3.315 -1.359 -7.326
H -4.859 -1.825 -7.620
O 5.599 3.646 0.277
H 6.351 3.043 0.585
H 5.121 3.998 1.096

The value obtained for the LUMO energy is -0.655 eV. For the electronic energy, the calculation gives -152139.8552 eV. For the gap between HOMO and LUMO, the calculation gives 6.89 eV.

---

# 2
C18H66N14O15 | ωB97M-V/def2-TZVPD

Element x y z (Å)
C 18.536 14.580 -3.562
C 18.573 13.115 -2.889
O 19.627 13.053 -1.919
H 18.220 15.327 -2.811
H 17.785 14.546 -4.320
H 19.433 14.881 -3.931
H 18.650 12.375 -3.634
H 17.784 12.994 -2.186
H 19.368 13.658 -1.206
C 21.551 16.989 -4.874
C 21.837 17.123 -6.393
O 22.497 15.982 -7.005
H 20.832 16.246 -4.770
H 21.100 17.842 -4.377
H 22.399 16.684 -4.325
H 22.516 17.918 -6.581
H 20.846 17.209 -6.773
H 21.729 15.446 -7.256
C 15.017 15.337 -3.672
C 14.711 16.369 -2.687
O 14.081 17.365 -3.359
H 15.693 14.592 -3.274
H 15.516 15.748 -4.560
H 14.134 14.694 -4.002
H 15.698 16.802 -2.354
H 14.090 16.012 -1.868
H 14.678 18.071 -3.273
C 22.555 13.140 -5.271
O 23.659 13.615 -4.475
N 22.667 12.967 -6.604
N 21.383 12.806 -4.856
H 23.591 13.106 -7.119
H 21.912 12.916 -7.304
H 21.180 12.951 -3.844
H 20.993 11.985 -5.296
C 17.678 15.155 0.055
O 16.559 15.088 -0.815
N 18.343 14.120 0.485
N 18.286 16.232 0.420
H 18.003 13.167 0.206
H 19.116 14.083 1.197
H 18.006 17.192 0.056
H 19.199 16.188 0.916
C 18.511 18.587 -2.990
O 18.407 17.607 -3.999
N 18.932 18.438 -1.790
N 17.915 19.673 -3.294
H 19.330 17.580 -1.561
H 18.874 19.152 -1.146
H 17.365 19.719 -4.162
H 17.684 20.412 -2.555
C 16.816 9.813 -4.785
O 17.776 9.693 -5.805
N 15.505 9.801 -4.979
N 17.077 9.895 -3.455
H 15.173 9.598 -5.961
H 14.770 10.006 -4.339
H 18.022 10.012 -3.087
H 16.280 10.026 -2.922
C 23.150 12.524 -1.628
O 22.236 13.481 -2.093
N 23.655 11.633 -2.472
N 23.458 12.489 -0.320
H 23.272 11.655 -3.435
H 23.970 10.614 -2.318
H 23.089 13.118 0.399
H 23.998 11.691 0.004
C 19.990 13.617 -8.043
O 19.567 14.364 -9.074
N 19.815 13.953 -6.826
N 20.605 12.505 -8.138
H 19.370 14.891 -6.561
H 20.302 13.598 -5.988
H 20.797 12.213 -9.143
H 20.542 11.753 -7.392
C 20.801 11.380 1.525
O 21.909 10.874 2.264
N 20.892 11.542 0.242
N 19.652 11.610 1.999
H 21.927 11.693 -0.171
H 20.194 11.921 -0.358
H 19.509 11.138 2.910
H 18.793 11.576 1.442
C 20.502 10.223 -2.867
O 19.637 9.942 -1.785
H 21.213 11.028 -2.611
H 19.917 10.447 -3.865
H 21.006 9.397 -3.212
H 19.947 9.185 -1.314
C 16.433 12.882 -5.830
O 17.599 12.445 -6.610
H 16.505 12.615 -4.791
H 15.523 12.335 -6.181
H 16.333 14.023 -5.971
H 18.452 12.823 -6.443
C 16.351 11.649 -0.346
O 17.619 11.357 0.170
H 15.791 12.379 0.152
H 15.631 10.753 -0.079
H 16.337 11.963 -1.428
H 17.789 10.461 -0.064
C 21.309 15.745 -0.493
O 20.913 16.079 -1.800
H 22.436 15.466 -0.310
H 20.698 14.902 -0.140
H 21.153 16.431 0.346
H 20.843 15.330 -2.345
C 17.645 16.502 -7.193
O 18.662 16.342 -6.220
H 16.666 16.657 -6.790
H 17.497 15.665 -7.915
H 17.877 17.373 -7.777
H 18.416 16.892 -5.470

As for the energy above the lowest of the compared OMol25 structures with the same formula, charge and spin: 152.9 kcal per mole. The value obtained for the LUMO energy is -0.190 eV. For the electronic energy, the calculation gives -71302.3158 eV. For the gap between HOMO and LUMO, the calculation gives 8.28 eV.

---

# 3
C18H8BrN6PbS2 | ωB97M-V/def2-TZVPD

Element x y z (Å)
Pb -2.245 0.243 -0.879
C 2.930 -0.266 -4.444
C 1.440 -0.041 -4.554
C 0.787 0.184 -5.760
C -0.587 0.289 -5.811
C -1.259 0.246 -4.605
Br -3.141 0.498 -4.566
N -0.693 -0.036 -3.452
C 0.636 -0.172 -3.450
H 3.485 0.210 -5.252
H 3.159 -1.336 -4.464
H 3.332 0.144 -3.499
H 1.371 0.270 -6.678
H -1.083 0.548 -6.756
H 1.058 -0.394 -2.474
S -0.210 1.647 -0.070
C 0.147 0.618 1.301
C 0.716 1.212 2.418
C 1.014 0.512 3.560
C 1.475 1.148 4.762
N 1.918 1.562 5.732
C 0.789 -0.857 3.592
C 0.285 -1.459 2.462
C -0.051 -0.758 1.327
S -0.690 -1.644 -0.057
C 1.202 -1.651 4.716
N 1.626 -2.202 5.613
H 0.899 2.287 2.421
H 0.119 -2.547 2.453
N -3.354 0.534 1.275
C -3.064 0.388 2.387
C -2.736 0.234 3.733
C -2.277 1.371 4.491
N -1.906 2.232 5.180
C -2.603 -1.022 4.367
N -2.487 -1.992 4.981

Its total charge is -1. The value obtained for the LUMO energy is 1.887 eV. For the electronic energy, the calculation gives -124699.6381 eV. For the gap between HOMO and LUMO, the calculation gives 7.08 eV.

---

# 4
C18H8F5N3O3Re | ωB97M-V/def2-TZVPD

Element x y z (Å)
Re 0.014 -0.089 0.270
O -1.779 1.066 3.664
C -1.026 0.831 2.779
N -1.381 0.555 1.414
C -2.725 0.596 0.902
O -3.701 0.818 1.537
C -2.747 0.341 -0.577
C -3.901 0.448 -1.306
C -3.837 0.276 -2.684
C -2.611 0.006 -3.280
C -1.490 -0.095 -2.490
N -1.554 0.052 -1.150
C 0.470 0.822 2.976
C 1.027 1.194 4.170
C 2.412 1.262 4.261
C 3.189 0.965 3.148
C 2.569 0.593 1.978
N 1.223 0.498 1.894
H -4.824 0.677 -0.790
H -4.730 0.363 -3.288
H -2.522 -0.122 -4.350
H -0.515 -0.311 -2.907
H 0.373 1.442 4.996
H 2.882 1.561 5.190
H 4.268 1.028 3.183
H 3.126 0.353 1.083
F 4.175 -4.915 -1.594
C 3.175 -4.215 -1.138
C 2.157 -4.847 -0.422
F 2.226 -6.140 -0.218
C 1.098 -4.109 0.061
F 0.130 -4.671 0.742
C 1.065 -2.721 -0.178
O 0.073 -1.957 0.261
C 2.102 -2.126 -0.908
F 1.952 -0.780 -1.081
C 3.160 -2.822 -1.390
F 4.138 -2.272 -2.072

Its spin multiplicity is 2. Its total charge is +2. As for the energy above the lowest of the compared OMol25 structures with the same formula, charge and spin: 7.1 kcal per mole. The expectation value of S² is 0.87. The value obtained for the LUMO energy (spin up / spin down) is -9.672 / -9.160 eV. For the electronic energy, the calculation gives -45108.0467 eV. For the gap between HOMO and LUMO (spin up / spin down), the calculation gives 5.93 / 6.57 eV.